No. 1
{
  "formula": "C25H47N5O4P3Pd",
  "method": "wB97M-V/def2-TZVPD",
  "multiplicity": 3,
  "s_squared": 2.01,
  "orbital_gap_ha": [0.2848, 0.2287],
  "lumo_ev": [-7.24, -8.84],
  "relative_energy_ev": 2.033,
  "total_charge": 3,
  "symbols": ["H", "H", "H", "C", "C", "C", "H", "H", "H", "C", "C", "P", "N", "C", "C", "P", "H", "H", "H", "C", "H", "H", "H", "H", "H", "O", "H", "C", "N", "H", "H", "H", "C", "H", "H", "Pd", "H", "C", "H", "H", "H", "H", "C", "H", "H", "C", "H", "H", "H", "C", "H", "H", "H", "H", "H", "N", "H", "H", "H", "C", "C", "H", "C", "N", "H", "C", "P", "C", "H", "H", "H", "N", "H", "C", "H", "O", "C", "O", "H", "C", "O", "H", "C", "C", "C"],
  "xyz": [[6.336, 14.722, 10.157], [13.169, 11.396, 7.820], [11.890, 9.167, 10.747], [10.155, 14.861, 6.045], [9.729, 12.633, 8.821], [9.777, 6.381, 12.962], [11.767, 11.228, 6.896], [7.829, 14.701, 11.195], [11.082, 16.237, 14.673], [13.423, 14.698, 14.546], [11.537, 10.258, 8.771], [7.667, 11.831, 10.430], [11.302, 15.638, 13.805], [7.036, 7.675, 13.188], [7.919, 15.631, 5.395], [8.699, 7.845, 12.361], [10.736, 16.003, 13.063], [6.448, 10.726, 8.644], [6.708, 8.612, 13.561], [9.559, 14.042, 7.027], [6.110, 15.093, 11.724], [10.260, 6.302, 14.995], [10.414, 6.219, 12.071], [12.781, 8.475, 9.433], [14.472, 14.593, 14.318], [9.761, 14.288, 12.059], [6.216, 7.300, 11.188], [12.911, 15.802, 13.626], [10.350, 13.333, 7.864], [4.997, 7.588, 12.363], [9.826, 16.293, 4.491], [12.908, 15.616, 12.543], [12.140, 12.865, 10.234], [6.253, 14.670, 6.273], [13.298, 15.036, 15.554], [9.499, 10.965, 11.639], [9.264, 5.461, 13.221], [12.384, 10.676, 7.547], [5.889, 13.212, 13.387], [4.733, 11.672, 11.190], [4.876, 12.872, 9.877], [11.705, 13.500, 11.057], [8.352, 12.640, 8.973], [7.265, 9.584, 9.686], [12.375, 13.503, 9.396], [5.052, 12.714, 10.946], [12.687, 12.957, 13.356], [10.614, 8.458, 8.033], [7.366, 16.115, 4.649], [11.017, 14.194, 14.113], [7.019, 6.921, 13.972], [13.290, 10.041, 9.907], [10.726, 7.801, 14.096], [9.619, 9.371, 9.211], [11.230, 14.972, 6.106], [5.925, 7.132, 12.185], [13.002, 12.304, 10.717], [7.665, 12.930, 13.064], [4.476, 13.413, 11.460], [8.142, 14.076, 7.257], [6.465, 12.964, 11.322], [5.727, 6.173, 12.247], [9.320, 15.697, 5.279], [10.607, 6.729, 14.142], [5.744, 10.339, 10.244], [7.339, 14.836, 6.365], [10.857, 11.653, 9.832], [6.653, 10.427, 9.695], [13.215, 16.799, 13.816], [10.502, 14.209, 15.081], [9.701, 9.907, 7.510], [7.535, 13.308, 8.143], [11.508, 6.297, 13.980], [6.674, 12.644, 12.777], [12.882, 9.871, 6.986], [9.976, 12.350, 13.171], [12.399, 9.437, 9.777], [9.406, 9.011, 12.998], [12.376, 12.687, 15.034], [6.782, 14.463, 11.123], [8.352, 7.696, 10.909], [6.478, 11.655, 13.068], [12.459, 13.527, 14.298], [10.284, 9.459, 8.336], [10.165, 13.596, 12.969]],
  "atomic_forces_ev_per_a": [[0.82, 0.04, -0.42], [-0.01, -0.30, 0.16], [0.37, 0.72, -0.75], [-1.38, 1.58, -0.14], [1.16, 0.74, -1.18], [-0.97, 0.34, -1.23], [-0.82, 0.49, -1.07], [0.10, 0.29, 0.07], [0.14, -1.15, -1.68], [-1.05, 0.31, -0.99], [-0.14, -0.95, 0.03], [-1.07, -0.60, -0.39], [1.72, 1.79, 3.54], [-0.74, -2.00, -1.02], [0.69, -1.34, 1.27], [-0.66, -1.20, -0.43], [-0.37, 0.04, -1.02], [-0.13, -0.18, 0.66], [-0.40, 0.85, 0.30], [0.29, 0.35, 1.10], [0.59, -0.39, 0.74], [-0.25, 0.64, 0.44], [-0.11, -0.13, 0.60], [-0.29, 0.06, -0.69], [0.33, -0.66, 0.14], [0.17, 0.51, -0.52], [0.06, 0.14, 0.85], [-2.82, -1.62, -1.15], [-0.73, -0.47, 0.05], [1.00, -0.18, -0.23], [-0.68, -0.18, 0.70], [1.03, -0.20, 0.34], [0.30, -0.49, 2.28], [0.61, 0.16, 0.70], [0.24, 0.24, 0.76], [0.05, 0.02, 0.09], [-0.26, -0.09, -0.42], [0.67, 0.47, 1.10], [1.21, -0.37, -0.76], [-0.05, 0.93, 0.02], [0.00, -0.05, 0.06], [0.39, -0.53, -1.01], [-0.91, 0.41, -0.32], [0.78, -1.65, 0.09], [0.35, -0.09, -0.29], [-0.10, -2.06, -1.60], [0.00, 0.81, 0.60], [-0.26, 0.17, 0.03], [-1.04, 0.72, -0.65], [1.11, 0.22, 0.22], [0.14, 0.25, 0.30], [0.23, -0.02, 0.73], [-0.40, -1.46, 0.79], [-0.01, -0.35, -0.27], [0.00, -0.21, -0.56], [0.28, 2.99, -0.31], [-0.73, 0.83, -0.95], [0.37, 0.12, 0.52], [-1.28, 1.01, 1.01], [-0.25, 0.17, -1.95], [1.14, 0.56, 0.36], [0.08, -1.97, 0.42], [2.49, -1.11, 0.07], [0.85, 1.44, -1.19], [-0.58, -0.42, 0.29], [-0.54, 0.44, -1.50], [0.25, 0.12, -0.23], [0.40, 2.63, -0.81], [0.09, 0.92, 0.39], [-0.17, -0.39, -0.40], [0.45, -0.03, 0.36], [0.60, -0.79, 1.88], [0.60, 0.05, 0.23], [-1.44, 1.94, 1.21], [-0.46, -0.10, 0.49], [0.17, -0.39, -0.40], [-0.28, -0.02, 0.30], [0.13, 0.02, -0.13], [0.32, 1.19, -0.16], [-1.50, -0.28, -1.24], [0.59, 0.22, 1.09], [-0.03, -1.84, 0.11], [-0.89, -1.24, -1.13], [0.10, 0.07, 0.21], [0.32, -0.51, 1.48]]
}


No. 2
{
  "formula": "C25H48Br2ClN2O2",
  "method": "wB97M-V/def2-TZVPD",
  "multiplicity": 3,
  "s_squared": 2.01,
  "orbital_gap_ha": [0.1560, 0.1228],
  "lumo_ev": [1.96, 1.05],
  "total_charge": -1,
  "symbols": ["C", "H", "C", "C", "H", "H", "C", "H", "Br", "H", "H", "H", "C", "H", "H", "H", "H", "C", "H", "H", "H", "C", "O", "H", "C", "H", "C", "H", "H", "C", "H", "H", "H", "C", "Cl", "H", "C", "C", "H", "H", "H", "H", "H", "H", "H", "H", "N", "Br", "C", "H", "H", "H", "H", "C", "H", "C", "H", "C", "C", "O", "H", "C", "H", "H", "H", "H", "H", "H", "H", "C", "C", "C", "H", "N", "C", "C", "H", "C", "H", "H"],
  "xyz": [[-4.219, 2.744, -1.799], [-0.680, -0.841, 3.259], [-3.825, 4.187, -2.145], [0.871, -0.009, 2.005], [-1.639, -2.560, 0.151], [-0.404, 0.915, -2.408], [-1.134, -2.190, 1.046], [4.432, -6.396, 2.320], [-4.237, 3.542, -4.902], [-7.804, 7.852, -4.747], [1.561, -3.318, 3.239], [3.005, -6.610, 3.313], [5.415, -5.053, 0.385], [5.995, -5.024, 3.253], [2.838, -6.428, 1.558], [1.432, 0.455, 2.820], [2.081, 0.836, 0.433], [5.586, -4.013, 3.362], [4.581, -1.739, 0.104], [1.553, -0.790, -1.718], [1.229, 1.407, -1.931], [-4.207, 6.121, -3.774], [-1.885, 1.204, 0.032], [1.521, -4.976, 3.886], [1.033, 0.831, 0.744], [-6.709, 8.982, -5.558], [-7.038, 8.610, -4.585], [0.751, 1.871, 0.951], [-0.072, -2.406, 0.963], [0.204, 1.286, -1.580], [6.157, -4.858, -0.394], [6.807, -3.237, 1.750], [-0.175, 2.263, -1.283], [-5.852, 8.022, -3.842], [-4.633, 9.324, -3.591], [-5.161, 2.482, -2.283], [3.213, -4.570, 2.609], [-1.454, -0.704, 1.272], [1.094, -4.661, 2.188], [6.161, -3.542, 4.167], [-7.450, 9.456, -4.038], [-3.225, 0.401, 1.901], [-3.557, -0.937, 0.794], [0.065, -1.665, -1.388], [-4.728, 7.289, -5.508], [5.507, -2.169, 2.274], [3.441, -3.847, 1.338], [-4.261, 5.358, -0.638], [0.204, 0.294, -0.422], [-2.752, 4.237, -2.319], [5.956, -2.641, -0.580], [4.287, -3.053, -1.041], [-1.502, -2.760, 1.901], [-5.202, 6.873, -4.613], [-3.449, 2.068, -2.165], [4.112, -4.070, 3.751], [4.609, -5.638, -0.059], [5.760, -3.214, 2.074], [-2.934, -0.612, 1.629], [2.944, -2.534, 1.521], [-3.796, 6.705, -2.955], [-0.590, -0.157, 2.411], [5.913, -5.661, 1.141], [-4.296, 2.613, -0.725], [-3.128, -1.267, 2.480], [1.326, -0.988, 1.846], [-0.986, 0.812, 2.740], [1.366, -1.590, -0.179], [-5.635, 4.666, -3.173], [0.825, -1.023, -0.941], [3.395, -6.088, 2.433], [1.753, -4.363, 3.007], [-5.989, 6.195, -4.959], [-1.215, 0.103, 0.032], [4.861, -3.718, 0.934], [-4.559, 4.736, -3.361], [-6.148, 7.675, -2.852], [4.924, -2.718, -0.218], [3.975, -4.711, 4.631], [3.784, -3.066, 4.032]],
  "atomic_forces_ev_per_a": [[0.15, 0.26, -0.17], [0.01, -0.02, 0.00], [-0.09, -0.64, -0.36], [0.16, -0.12, 0.04], [-0.01, 0.01, 0.01], [0.01, -0.01, 0.00], [0.10, 0.02, -0.10], [-0.01, 0.02, -0.02], [0.00, -0.11, -0.10], [-0.04, 0.00, 0.09], [0.04, 0.02, -0.08], [-0.03, 0.04, 0.00], [0.02, -0.03, 0.00], [-0.03, -0.01, -0.04], [0.01, 0.02, -0.02], [0.01, -0.02, 0.01], [0.02, -0.04, 0.01], [-0.03, 0.01, -0.01], [-0.09, -0.05, 0.04], [0.01, 0.06, 0.01], [0.02, -0.04, 0.00], [-0.99, 0.06, 0.85], [-0.20, -0.23, -0.33], [0.02, -0.03, -0.02], [-0.09, 0.20, 0.26], [-0.03, -0.05, -0.02], [0.22, 0.17, -0.07], [-0.11, -0.02, -0.10], [0.01, 0.01, 0.02], [-0.12, 0.18, 0.05], [0.01, 0.04, 0.02], [-0.01, -0.01, -0.02], [-0.04, -0.04, 0.02], [-0.17, -0.18, -0.29], [0.01, 0.00, 0.16], [-0.09, 0.01, 0.15], [0.10, -0.33, 0.06], [-0.21, -0.78, -0.02], [0.02, 0.01, -0.02], [0.02, -0.03, 0.00], [-0.11, -0.08, 0.03], [0.02, 0.01, -0.05], [0.01, 0.00, 0.00], [0.00, 0.04, -0.03], [-0.06, 0.01, -0.03], [-0.10, -0.03, -0.03], [-0.31, 0.28, -0.09], [0.05, 0.13, 0.04], [0.36, -0.48, -0.62], [0.03, 0.29, 0.26], [0.00, -0.05, 0.00], [-0.02, -0.01, 0.01], [-0.04, 0.04, 0.02], [0.39, -0.11, -0.12], [-0.04, -0.07, 0.05], [0.03, 0.11, 0.15], [-0.02, 0.02, 0.00], [0.09, 0.13, 0.07], [-0.06, 0.16, 0.01], [-0.20, 0.27, 0.03], [0.56, 0.02, -0.34], [0.14, 0.29, -0.02], [-0.05, -0.01, 0.02], [0.04, -0.12, 0.00], [0.03, -0.03, 0.00], [0.17, -0.14, 0.07], [-0.09, 0.00, -0.13], [0.01, -0.01, 0.03], [-0.01, -0.15, -0.14], [-0.09, -0.08, 0.07], [0.06, -0.03, 0.02], [-0.11, 0.00, 0.11], [0.01, -0.01, -0.02], [0.28, 0.86, 0.81], [0.24, -0.26, -0.06], [0.15, 0.40, 0.04], [0.06, 0.12, 0.06], [0.05, 0.13, -0.08], [-0.02, -0.01, -0.02], [-0.02, 0.02, -0.12]]
}


No. 3
{
  "formula": "C25H48Cl2O3P2Pt",
  "method": "wB97M-V/def2-TZVPD",
  "multiplicity": 5,
  "s_squared": 6.06,
  "orbital_gap_ha": [0.1648, 0.1615],
  "lumo_ev": [-0.09, -3.08],
  "symbols": ["H", "H", "C", "C", "H", "H", "H", "H", "C", "Cl", "H", "C", "H", "P", "H", "H", "Pt", "H", "H", "H", "O", "H", "H", "H", "C", "H", "C", "H", "C", "H", "P", "H", "O", "H", "H", "H", "H", "C", "H", "H", "C", "H", "H", "Cl", "H", "C", "C", "H", "H", "H", "C", "C", "H", "C", "H", "H", "C", "C", "C", "H", "H", "C", "C", "C", "H", "H", "H", "C", "H", "C", "C", "H", "H", "C", "C", "H", "H", "H", "H", "O", "H"],
  "xyz": [[-3.286, -3.397, 0.717], [1.033, -4.818, -0.848], [2.586, -0.872, 1.945], [2.114, 4.296, -1.814], [3.055, 2.739, 0.100], [-4.336, -1.456, -2.163], [0.987, 0.341, 6.210], [0.158, 3.928, 2.489], [-2.719, -4.046, -2.380], [-1.743, 0.083, 1.055], [4.478, -1.898, 3.436], [2.815, -0.810, 6.233], [1.866, -1.385, -2.200], [-0.140, 2.831, -1.118], [2.066, -2.242, -0.660], [-2.225, 0.214, -1.750], [-0.840, -0.141, -1.055], [-2.262, -1.994, -2.952], [1.641, 2.293, -2.538], [-2.180, 2.699, 1.095], [0.570, 0.341, 3.641], [-0.233, 5.540, -2.204], [1.885, 4.919, -0.935], [3.201, 4.328, -1.976], [-3.723, -1.917, -1.378], [2.005, 1.302, -0.075], [-2.380, -3.158, 1.281], [-3.446, -1.111, -0.685], [-0.452, 3.842, 0.418], [1.625, 4.737, -2.691], [-0.952, -2.387, -1.059], [-2.437, -2.115, 1.628], [3.399, -1.478, 1.258], [-0.201, 4.890, 0.175], [-3.081, 2.943, -1.931], [-1.547, 5.469, -3.396], [-4.342, -2.646, -0.842], [-1.933, 3.734, 0.807], [-0.424, 3.274, -3.434], [1.074, -3.376, 0.893], [1.753, -0.159, 5.631], [-2.616, 4.035, 0.003], [4.641, -1.956, 5.942], [0.076, 0.070, -3.186], [-2.320, 1.835, -3.093], [0.609, -4.574, -1.832], [-2.432, 2.887, -2.813], [0.109, -2.264, 1.902], [-1.928, -4.423, -3.038], [3.341, 1.557, -1.190], [2.670, -0.790, 3.424], [-2.505, -2.576, -2.045], [-3.680, -4.137, -2.903], [3.808, -1.446, 5.463], [-2.335, -3.811, 2.162], [-2.761, -4.658, -1.465], [-1.062, 3.536, -2.570], [1.835, -2.372, -1.727], [1.654, 2.856, -1.587], [-1.115, -4.424, 0.090], [-2.124, 4.389, 1.668], [2.557, 2.077, -0.621], [3.725, -1.421, 4.065], [0.429, 3.369, 1.581], [0.208, -2.819, -3.047], [1.296, -4.938, -2.606], [0.273, 2.301, 1.804], [1.602, -0.155, 4.197], [0.936, 0.080, 2.202], [0.488, -3.064, -2.009], [-1.187, 5.055, -2.443], [2.881, -0.830, 7.317], [0.031, -4.017, 2.177], [0.110, -3.243, 1.400], [-1.103, -3.395, 0.482], [1.497, 3.533, 1.396], [-2.930, 3.406, -3.643], [-1.915, 5.314, -1.661], [-0.346, -5.098, -1.953], [1.522, -0.250, 1.401], [2.634, -2.982, -2.174]],
  "atomic_forces_ev_per_a": [[0.21, 0.01, 0.18], [-0.10, -0.02, -0.26], [-0.21, -0.16, -2.01], [0.08, 0.23, -0.05], [-0.17, -0.11, -0.13], [0.02, -0.15, 0.20], [0.02, -0.06, -0.01], [0.02, -0.08, -0.25], [-0.51, -0.04, -0.29], [-0.25, 0.94, 1.74], [-0.21, 0.10, 0.19], [-0.40, 0.32, -0.13], [-0.03, -0.25, 0.20], [0.44, 0.04, -0.05], [-0.15, -0.12, -0.35], [-1.03, 0.29, -0.47], [0.40, 0.62, 0.37], [-0.03, -0.33, 0.28], [-0.12, 0.28, 0.30], [0.12, 0.33, -0.11], [1.18, -0.34, 0.98], [-0.30, -0.04, -0.06], [0.18, -0.10, -0.26], [-0.28, -0.06, 0.03], [-0.27, 0.14, 0.00], [0.19, 0.21, -0.16], [-0.13, 0.04, 0.21], [-0.15, -0.38, -0.21], [-0.10, -0.28, -0.09], [0.19, -0.04, 0.20], [0.59, 0.39, 0.34], [-0.05, -0.50, -0.16], [-0.75, 0.77, 1.06], [-0.07, -0.30, -0.08], [0.14, -0.02, -0.20], [0.05, -0.12, 0.26], [0.11, 0.07, -0.17], [-0.20, -0.05, 0.09], [-0.07, 0.06, 0.38], [-0.25, 0.08, 0.09], [0.39, -0.33, 0.37], [0.17, -0.04, 0.14], [-0.20, 0.12, -0.04], [0.84, 0.70, -1.44], [-0.01, 0.20, 0.17], [0.25, -0.25, -0.33], [-0.06, -0.11, -0.11], [-0.10, -0.25, -0.29], [-0.25, 0.01, 0.12], [-0.17, 0.21, 0.12], [0.28, -0.44, 0.65], [0.63, -0.29, 0.03], [0.14, -0.23, 0.04], [-0.19, 0.14, -0.09], [-0.14, 0.07, -0.10], [-0.04, 0.11, -0.33], [0.00, -0.25, -0.11], [0.03, 0.16, 0.09], [-0.21, -0.34, -0.19], [-0.01, 0.05, 0.27], [0.05, -0.13, -0.16], [0.08, -0.27, 0.09], [-0.33, 0.29, -0.44], [0.18, -0.16, 0.20], [0.07, -0.16, 0.21], [-0.05, -0.17, 0.23], [-0.05, 0.37, -0.18], [-0.41, 0.10, -0.37], [0.40, -0.31, -1.31], [-0.48, -0.19, -0.03], [0.01, 0.28, 0.06], [0.00, 0.02, -0.16], [0.10, 0.16, -0.10], [0.19, -0.08, 0.27], [0.05, -0.23, -0.51], [-0.26, -0.02, 0.01], [0.11, 0.01, 0.17], [0.17, 0.02, -0.23], [0.32, 0.04, 0.09], [0.53, -0.24, 1.48], [-0.13, 0.08, 0.10]]
}